DFT (ωB97M-V with the def2-TZVPD basis set) results for a cluster of 2 separate species, C3H7INO in total at a distorted geometry.

The geometry in ORCA input format:
```
! wB97M-V def2-TZVPD RIJCOSX def2/J DEFGRID3
* xyz 1 1
C 1.95 -1.53 -1.04
C -1.83 1.38 -0.04
C -0.32 0.18 1.23
N 1.53 -0.46 -0.52
O -0.65 1.27 0.80
I -1.40 -1.65 1.43
H 1.44 -2.49 -0.93
H 2.96 -1.56 -1.46
H -2.66 1.32 0.50
H -1.79 0.55 -0.92
H 0.47 0.17 2.01
H -1.73 2.44 -0.51
H 2.04 0.39 -0.54
*
```

Results
Lowest unoccupied orbital energy (eV): -5.214
E_HOMO (eV): -14.16
Gap between HOMO and LUMO (eV): 8.946
Largest force on an atom (eV/A): 6.73
DFT total energy (eV): -14852.6324

***

DFT (ωB97M-V with the def2-TZVPD basis set) results for the molecule C4H7ClN2S at a distorted geometry.

The geometry in ORCA input format:
```
! wB97M-V def2-TZVPD RIJCOSX def2/J DEFGRID3
* xyz 0 1
S -3.93 1.58 0.36
C -3.00 0.22 0.05
Cl -3.61 -1.48 0.38
N -1.66 0.16 -0.26
C -0.80 -1.03 -0.63
C 0.60 -0.61 -0.12
C 0.49 0.91 0.17
N -0.84 1.30 -0.24
H -0.99 -1.22 -1.73
H -1.19 -2.04 -0.19
H 1.48 -0.91 -0.74
H 0.59 -1.14 0.86
H 0.72 1.10 1.25
H 1.20 1.38 -0.48
H -1.30 2.10 0.23
*
```

Results
SMILES: S=C(Cl)N1CCCN1
Lowest unoccupied orbital energy (eV): 0.415
E_HOMO (eV): -8.24
Gap between HOMO and LUMO (eV): 8.659
Largest force on an atom (eV/A): 2.41
DFT total energy (eV): -30597.5963

***

DFT (ωB97M-V with the def2-TZVPD basis set) results for the molecule C18H16N4O5S at a distorted geometry.

The geometry in ORCA input format:
```
! wB97M-V def2-TZVPD RIJCOSX def2/J DEFGRID3
* xyz 0 1
O -1.64 -1.08 0.76
C -2.24 -2.05 0.37
O -3.53 -2.04 0.08
C -1.62 -3.40 0.08
C -0.53 -3.86 1.03
S 0.80 -2.64 1.34
C 1.05 -1.99 -0.24
N 0.75 -2.55 -1.38
N 1.05 -1.67 -2.35
C 1.55 -0.60 -1.80
C 1.89 0.66 -2.52
O 1.38 1.80 -1.85
C 0.09 1.78 -1.42
C -0.88 0.91 -1.92
C -2.13 0.87 -1.34
C -2.42 1.72 -0.27
N -3.66 1.60 0.42
O -4.33 0.60 0.20
O -3.98 2.48 1.18
C -1.48 2.65 0.17
C -0.23 2.68 -0.40
N 1.59 -0.75 -0.44
C 2.01 0.18 0.54
C 1.12 0.60 1.51
C 1.53 1.53 2.45
C 2.82 2.04 2.42
C 3.70 1.61 1.44
C 3.31 0.68 0.50
H -3.92 -1.14 0.19
H -2.42 -4.15 0.06
H -1.19 -3.33 -0.93
H -0.92 -4.05 2.03
H -0.06 -4.76 0.65
H 2.97 0.83 -2.55
H 1.51 0.58 -3.54
H -0.67 0.25 -2.74
H -2.88 0.20 -1.70
H -1.73 3.30 0.99
H 0.53 3.36 -0.06
H 0.11 0.20 1.53
H 0.84 1.85 3.21
H 3.13 2.76 3.15
H 4.71 2.00 1.41
H 4.00 0.34 -0.26
*
```

Results
SMILES: O=C(O)CCSc1nnc(COc2ccc([N+](=O)[O-])cc2)n1-c1ccccc1
Lowest unoccupied orbital energy (eV): -0.630
E_HOMO (eV): -8.46
Gap between HOMO and LUMO (eV): 7.832
Largest force on an atom (eV/A): 1.44
DFT total energy (eV): -45956.3918

***

DFT (ωB97M-V with the def2-TZVPD basis set) results for a cluster of 2 separate species, CH2F3NS2 in total at a distorted geometry.

The geometry in ORCA input format:
```
! wB97M-V def2-TZVPD RIJCOSX def2/J DEFGRID3
* xyz 0 1
C -0.70 -3.22 -0.49
N 0.68 0.01 -0.34
F -1.55 -2.29 -1.08
F -1.37 -3.82 0.51
F -0.38 -4.11 -1.33
S -0.75 0.75 0.38
S 1.57 -1.05 0.45
H 0.92 0.48 -1.11
H -0.62 -0.26 1.23
*
```

Results
Lowest unoccupied orbital energy (alpha / beta) (eV): -1.059 / -0.929
E_HOMO (alpha / beta) (eV): -9.25 / -8.36
Gap between HOMO and LUMO (alpha / beta) (eV): 8.193 / 7.426
Largest force on an atom (eV/A): 4.54
DFT total energy (eV): -32378.5496

***

DFT (ωB97M-V with the def2-TZVPD basis set) results for a structure of composition C16H14BCl5N6Os at a distorted geometry.

The geometry in ORCA input format:
```
! wB97M-V def2-TZVPD RIJCOSX def2/J DEFGRID3
* xyz 2 5
H 0.80 3.38 0.24
N 0.52 1.84 -1.20
B 0.30 0.41 -3.29
N 0.63 1.77 -2.60
C 0.97 2.98 -3.05
Os 0.34 0.15 -0.17
H 1.09 3.14 -4.10
C 1.10 3.84 -1.97
H 1.35 4.89 -1.99
C 0.82 3.12 -0.82
H 0.30 0.51 -4.47
C -1.11 -1.81 1.28
H -0.82 -2.08 2.31
H -0.14 -1.67 0.65
H -1.67 -2.73 0.89
N -1.12 0.07 -2.79
N 1.20 -0.76 -2.83
N -1.34 -0.09 -1.43
N 1.17 -1.13 -1.47
C -2.26 -0.18 -3.44
C 2.06 -1.56 -3.46
H -2.29 -0.11 -4.51
H 2.22 -1.45 -4.52
C -3.24 -0.52 -2.51
C 2.61 -2.46 -2.57
C -2.64 -0.47 -1.26
C 2.03 -2.20 -1.34
H -4.26 -0.78 -2.72
H 3.33 -3.23 -2.79
H -3.00 -0.70 -0.25
H 2.17 -2.67 -0.37
H -1.75 -0.91 1.29
Cl 3.58 0.77 -0.48
C 3.02 0.66 1.14
C 1.64 0.54 1.39
C 1.21 0.61 2.75
Cl -0.44 0.86 3.15
C 2.15 0.56 3.82
Cl 1.61 0.56 5.45
C 3.54 0.56 3.53
Cl 4.68 0.49 4.82
C 3.98 0.65 2.18
Cl 5.66 0.64 1.84
*
```

Results
Lowest unoccupied orbital energy (alpha / beta) (eV): -6.644 / -10.449
E_HOMO (alpha / beta) (eV): -14.02 / -15.13
Expectation value of S²: 6.04
Gap between HOMO and LUMO (alpha / beta) (eV): 7.374 / 4.685
Largest force on an atom (eV/A): 3.38
DFT total energy (eV): -91497.7117

***

DFT (ωB97M-V with the def2-TZVPD basis set) results for a structure of composition C21H17N4O5SbSe4V.

The geometry in ORCA input format:
```
! wB97M-V def2-TZVPD RIJCOSX def2/J DEFGRID3
* xyz -1 1
V -0.23 -0.06 0.91
C -0.09 -4.13 0.41
O -0.21 -4.07 -1.02
C -0.93 -3.13 -1.64
C -1.30 -3.43 -2.94
C -2.04 -2.54 -3.72
C -2.42 -1.33 -3.19
C -2.03 -0.97 -1.90
C -2.52 0.26 -1.32
N -2.00 0.73 -0.26
N -2.65 1.75 0.39
C -2.26 1.73 1.63
O -1.40 0.88 2.11
C -2.84 2.70 2.59
C -3.77 3.65 2.17
C -4.30 4.55 3.08
C -3.91 4.51 4.41
C -2.98 3.57 4.83
C -2.44 2.67 3.92
C -1.27 -1.86 -1.11
O -0.89 -1.57 0.13
H 0.39 -5.08 0.62
H -1.07 -4.09 0.88
H 0.54 -3.33 0.79
H -0.99 -4.39 -3.33
H -2.32 -2.81 -4.73
H -3.02 -0.63 -3.77
H -3.39 0.75 -1.75
H -4.07 3.66 1.13
H -5.03 5.29 2.75
H -4.32 5.22 5.12
H -2.66 3.54 5.87
H -1.71 1.93 4.23
O 0.53 1.79 0.72
N 1.61 1.91 0.03
N 1.79 0.90 -0.71
O 0.90 -0.07 -0.71
C 2.99 0.74 -1.47
C 3.61 1.86 -2.01
C 4.79 1.67 -2.71
C 5.33 0.39 -2.85
C 4.68 -0.71 -2.30
C 3.49 -0.54 -1.60
H 3.18 2.84 -1.89
H 5.30 2.52 -3.14
H 6.26 0.25 -3.39
H 5.09 -1.71 -2.38
H 2.99 -1.38 -1.16
Se 5.34 -1.41 1.81
Sb 4.12 -3.41 1.50
Se 3.29 -4.69 3.31
Se 3.69 -4.14 -0.71
Se 1.15 -0.82 2.32
*
```

Results
Lowest unoccupied orbital energy (alpha / beta) (eV): 1.183 / 1.180
E_HOMO (alpha / beta) (eV): -4.95 / -4.95
Gap between HOMO and LUMO (alpha / beta) (eV): 6.130 / 6.127
Largest force on an atom (eV/A): 0.72
DFT total energy (eV): -331862.5015

***

We obtain relative energy (zero: lowest compared OMol25 entry of this formula, charge and spin) values of 63.8, 39.0, 50.5, 67.5, 0.0, 0.0 kcal per mole for the records listed above, in that order.